Formula: C10H22CaF6N3O12P3SV
Source: the Open Molecules 2025 dataset
Level of theory: ωB97M-V/def2-TZVPD

Output
Highest occupied orbital energy (eV): -4.186
E_LUMO (eV): -2.63
E (eV): -138886.955
Net charge: -1
HOMO-LUMO gap (Ha): 0.0571
Multiplicity: 1

```
59
Properties=species:S:1:pos:R:3:forces:R:3
C -5.087 -0.102 -1.244 0.269 -0.428 -0.028
C -4.174 0.524 -2.392 -1.044 1.411 -2.375
O -4.701 0.905 -3.451 1.173 -1.356 3.090
N -2.697 0.703 -2.260 -1.546 -0.807 0.770
C -2.402 1.424 -0.985 0.312 -0.451 0.901
C -2.154 -0.692 -2.268 0.234 -0.214 -0.763
C -0.555 -0.781 -2.235 -0.566 -0.038 0.929
C -0.121 -1.644 -0.922 1.012 0.700 -1.367
C 0.379 -0.587 0.163 0.161 0.205 -1.073
S 0.020 -1.063 1.930 0.263 -0.298 -1.726
C -1.784 -1.328 2.210 -1.422 -2.613 0.665
C -2.083 -3.007 2.155 -1.668 0.441 -1.540
C -3.044 -3.490 0.873 3.802 1.757 4.734
O -3.503 -3.417 2.383 3.595 0.584 -3.121
P 0.445 0.778 3.043 -1.203 3.160 1.592
N 1.821 1.592 2.316 -1.827 -0.780 -1.353
O -0.901 1.777 2.705 2.397 -1.185 -0.639
H -5.521 -1.094 -1.617 0.613 1.451 0.316
H -4.510 -0.354 -0.289 -0.778 0.606 -1.244
H -5.964 0.596 -1.030 1.367 -0.899 -0.285
H -1.419 1.996 -1.057 -1.498 -0.490 0.025
H -3.260 2.101 -0.637 1.393 -0.750 -0.822
H -2.263 0.640 -0.164 -0.177 0.957 -0.607
H -2.623 -1.250 -1.389 0.762 0.399 -0.816
H -2.526 -1.208 -3.222 0.408 0.793 1.297
H -0.116 0.277 -2.169 -0.618 -1.538 -0.090
H -0.128 -1.236 -3.181 -0.677 0.425 1.234
H -0.947 -2.337 -0.570 0.913 1.004 -0.375
H 0.776 -2.266 -1.269 -1.041 0.782 1.034
H 0.011 0.484 -0.034 0.082 -1.696 0.506
H 1.523 -0.549 0.075 -1.234 -0.496 0.396
H -2.066 -1.060 3.282 0.628 0.221 -1.487
H -2.469 -0.860 1.441 1.085 -0.173 1.056
H -1.203 -3.730 2.484 -2.152 1.610 -0.429
H -2.360 -4.356 0.634 -2.065 0.462 -0.476
H -3.143 -2.517 0.312 -0.609 -1.754 0.266
H 1.756 1.518 1.279 0.331 0.092 0.687
H 1.653 2.602 2.491 0.229 -0.622 0.204
H -0.667 2.418 1.972 -0.612 -0.076 0.334
N 4.046 3.198 4.567 -4.067 -3.957 -1.203
O 2.989 3.736 4.248 0.952 1.038 0.323
O 5.039 3.918 4.900 -0.134 -1.054 0.805
O 4.156 1.984 4.566 0.944 1.039 0.417
Ca 6.142 5.386 4.744 2.194 2.831 -0.386
O -2.414 4.645 2.029 -0.041 0.645 -0.434
P -1.488 5.087 0.892 0.632 -0.251 -0.241
O -0.784 6.390 1.278 -0.188 -0.458 0.408
O -2.319 5.321 -0.372 -0.175 -0.453 0.457
O -0.442 3.993 0.631 -0.084 -0.069 0.146
O 5.776 -1.966 1.635 -2.168 0.115 -1.507
V 4.491 -1.952 0.459 0.874 -0.174 -0.593
O 3.181 -1.930 -0.693 0.766 0.421 2.415
F 5.985 -4.239 -4.136 -0.675 -2.025 -0.803
P 5.375 -2.745 -4.017 -0.069 -0.118 -0.099
F 5.221 -1.522 -2.979 0.510 2.768 0.057
F 6.972 -2.520 -3.889 1.434 1.606 0.774
F 4.423 -3.322 -2.855 -0.662 -2.499 0.793
F 4.235 -3.236 -5.054 -1.806 -1.372 -0.023
F 5.412 -1.628 -5.186 1.468 1.574 -0.726
```
Positions in Å, forces in eV/Å.

Mulliken population analysis, charges in e, atoms 1 to 8: atom 1 (C): -0.730, atom 2 (C): 0.400, atom 3 (O): -0.569, atom 4 (N): -0.072, atom 5 (C): -0.231, atom 6 (C): 0.413, atom 7 (C): -1.046, atom 8 (C): -0.159